a.
The following is a DFT calculation (ωB97M-V/def2-TZVPD) of an isolated ion of composition C3H7N2S2 and charge +1.

Values from the calculation:
HOMO ... -12.910 eV
LUMO ... -3.69 eV
SMILES string ... N/C=[NH+]\[C@H]1S[C@@H]1S
Orbital gap ... 9.2 eV

Geometry as ORCA input:
```
! RIJCOSX wB97M-V def2-TZVPD def2/J DEFGRID3
* xyz 1 1
N 1.598 0.806 -0.994
C 1.695 -0.209 -0.197
N 0.803 -0.492 0.735
C -0.547 0.025 0.899
S -0.929 1.657 0.223
C -1.402 -0.119 -0.349
S -3.078 -0.460 -0.336
H 2.387 1.143 -1.483
H 0.773 1.395 -0.828
H 2.507 -0.789 -0.311
H 1.099 -1.326 1.220
H -0.841 -0.324 1.831
H -0.976 -0.312 -1.342
H -3.087 -0.995 0.933
*
```


b.
The following is a DFT calculation (ωB97M-V/def2-TZVPD) of a 2-piece molecular cluster, C3H7N2S2 overall.

Values from the calculation:
HOMO (alpha / beta) ... -13.453 / -13.417 eV
LUMO (alpha / beta) ... -7.59 / -7.62 eV
Orbital gap (alpha / beta) ... 5.9 / 5.8 eV

Geometry as ORCA input:
```
! RIJCOSX wB97M-V def2-TZVPD def2/J DEFGRID3
* xyz 1 1
C 2.324 1.178 0.018
C 3.674 1.027 0.025
C 1.337 0.130 -0.021
N 0.062 0.448 -0.073
N -1.739 -1.498 0.002
S 4.607 -0.365 -0.010
S 1.767 -1.513 0.001
H 1.931 2.185 0.041
H 4.269 1.937 0.052
H -0.700 -0.323 -0.065
H -0.218 1.416 -0.135
H -1.317 -2.422 0.039
H -2.383 -1.486 -0.782
H -2.278 -1.368 0.852
*
```


The winner here is a, beating the second structure by 22.1 kcal/mol.


a.
The following is a DFT calculation (ωB97M-V/def2-TZVPD) of a 2-piece molecular cluster, C5H8BrN overall.

Values from the calculation:
HOMO ... -7.534 eV
LUMO ... 0.91 eV
SMILES string ... N/C=C/Br.C=C=C
Orbital gap ... 8.4 eV

Geometry as ORCA input:
```
! RIJCOSX wB97M-V def2-TZVPD def2/J DEFGRID3
* xyz 0 1
N 0.189 2.289 -0.130
C -0.746 1.517 0.393
C -1.305 0.447 -0.235
Br -2.827 -0.405 0.242
H 0.553 2.026 -1.017
H 0.752 3.056 0.252
H -0.872 1.662 1.500
H -0.960 0.290 -1.199
C 1.433 -1.127 1.032
C 0.621 -1.418 0.062
C 0.040 -1.937 -0.989
H 2.460 -0.711 0.889
H 1.111 -1.410 2.056
H -0.687 -1.303 -1.568
H 0.239 -2.975 -1.286
*
```


b.
The following is a DFT calculation (ωB97M-V/def2-TZVPD) of one molecule with the formula C5H8BrN.

Values from the calculation:
HOMO (alpha / beta) ... -7.626 / -7.933 eV
LUMO (alpha / beta) ... -0.19 / 0.03 eV
Orbital gap (alpha / beta) ... 7.4 / 8.0 eV

Geometry as ORCA input:
```
! RIJCOSX wB97M-V def2-TZVPD def2/J DEFGRID3
* xyz 0 1
C -0.885 -0.392 0.813
C -1.061 -0.196 2.083
C -1.088 -0.432 -0.543
C 0.137 0.194 -1.355
C 1.435 -0.231 -0.595
N 1.405 0.242 0.727
Br 1.364 2.061 0.971
H -0.122 0.181 2.609
H -1.940 -0.424 2.503
H -1.463 -1.351 -0.982
H -1.918 0.351 -0.689
H 0.066 -0.214 -2.397
H 0.134 1.303 -1.297
H 1.656 -1.246 -0.515
H 2.279 0.155 -1.333
*
```


c.
The following is a DFT calculation (ωB97M-V/def2-TZVPD) of one molecule with the formula C5H8BrN.

Values from the calculation:
HOMO ... -8.013 eV
LUMO ... 0.23 eV
SMILES string ... C[C@H]1C=CN(Br)C1
Orbital gap ... 8.2 eV

Geometry as ORCA input:
```
! RIJCOSX wB97M-V def2-TZVPD def2/J DEFGRID3
* xyz 0 1
C -1.329 -0.555 0.467
C -0.370 0.156 -0.425
C 0.158 1.369 0.222
C 1.503 1.398 0.208
N 2.184 0.395 -0.491
Br 3.926 -0.128 0.108
C 0.992 -0.692 -0.755
H -0.851 -1.197 1.229
H -1.962 -1.306 -0.170
H -1.911 0.293 0.750
H -0.777 0.427 -1.301
H -0.589 2.093 0.558
H 2.142 2.147 0.546
H 1.101 -1.440 -0.052
H 1.145 -1.186 -1.773
*
```


The winner here is c, beating the second structure by 20.1 kcal/mol.


a.
The following is a DFT calculation (ωB97M-V/def2-TZVPD) of one molecule with the formula C22H18N2O3.

Values from the calculation:
HOMO ... -8.839 eV
LUMO ... -0.10 eV
SMILES string ... Cc1cccc(CC(=O)Nc2cc(C)c3c(=O)oc4ccccc4c3n2)c1
Orbital gap ... 8.7 eV

Geometry as ORCA input:
```
! RIJCOSX wB97M-V def2-TZVPD def2/J DEFGRID3
* xyz 0 1
C 5.124 -2.991 1.371
C 3.971 -2.053 1.181
C 4.186 -0.718 0.859
C 3.118 0.146 0.699
C 1.820 -0.308 0.859
C 1.589 -1.635 1.192
C 0.185 -2.170 1.356
C -0.102 -3.016 0.144
O 0.151 -4.196 0.074
N -0.618 -2.395 -0.977
C -1.125 -1.141 -1.235
C -1.536 -0.866 -2.550
C -2.055 0.369 -2.876
C -2.480 0.657 -4.272
C -2.159 1.325 -1.839
C -2.690 2.668 -2.085
O -3.083 3.084 -3.147
O -2.745 3.524 -1.027
C -2.349 3.183 0.224
C -2.467 4.155 1.215
C -2.082 3.862 2.506
C -1.581 2.603 2.821
C -1.464 1.640 1.844
C -1.843 1.915 0.527
C -1.736 0.952 -0.552
N -1.233 -0.248 -0.267
C 2.667 -2.496 1.344
H 5.449 -2.974 2.412
H 4.837 -4.010 1.124
H 5.969 -2.700 0.751
H 5.196 -0.355 0.730
H 3.295 1.181 0.445
H 0.989 0.367 0.726
H 0.136 -2.816 2.234
H -0.534 -1.359 1.426
H -0.668 -3.032 -1.767
H -1.439 -1.629 -3.309
H -1.927 1.507 -4.667
H -3.531 0.938 -4.296
H -2.320 -0.210 -4.910
H -2.861 5.122 0.946
H -2.172 4.615 3.274
H -1.283 2.380 3.834
H -1.081 0.661 2.077
H 2.481 -3.534 1.583
*
```


b.
The following is a DFT calculation (ωB97M-V/def2-TZVPD) of one molecule with the formula C22H18N2O3.

Values from the calculation:
HOMO ... -8.660 eV
LUMO ... 0.17 eV
SMILES string ... Cc1cccc(CC(=O)Nc2cc(C)c3c(=O)oc4ccccc4c3n2)c1
Orbital gap ... 8.8 eV

Geometry as ORCA input:
```
! RIJCOSX wB97M-V def2-TZVPD def2/J DEFGRID3
* xyz 0 1
C -0.811 -2.805 -5.473
C 0.326 -2.512 -4.543
C 1.267 -1.538 -4.855
C 2.328 -1.288 -4.005
C 2.462 -2.004 -2.828
C 1.533 -2.984 -2.499
C 1.631 -3.742 -1.205
C 0.677 -3.183 -0.154
O -0.036 -3.879 0.527
N 0.745 -1.820 -0.067
C 0.051 -0.958 0.762
C -0.855 -1.379 1.737
C -1.491 -0.438 2.527
C -2.456 -0.880 3.569
C -1.189 0.924 2.302
C -1.808 1.992 3.091
O -2.610 1.837 3.978
O -1.450 3.277 2.803
C -0.563 3.600 1.830
C -0.286 4.951 1.635
C 0.609 5.327 0.656
C 1.234 4.368 -0.136
C 0.963 3.032 0.054
C 0.061 2.629 1.041
C -0.263 1.240 1.290
N 0.338 0.318 0.545
C 0.471 -3.225 -3.361
H -1.679 -3.162 -4.924
H -1.089 -1.919 -6.038
H -0.519 -3.580 -6.183
H 1.167 -0.975 -5.772
H 3.055 -0.530 -4.258
H 3.301 -1.811 -2.174
H 1.380 -4.794 -1.346
H 2.644 -3.679 -0.801
H 1.350 -1.336 -0.721
H -1.048 -2.431 1.865
H -2.543 -1.963 3.573
H -3.433 -0.435 3.392
H -2.136 -0.534 4.551
H -0.781 5.677 2.259
H 0.824 6.374 0.504
H 1.931 4.676 -0.900
H 1.430 2.267 -0.545
H -0.254 -3.983 -3.103
*
```


The winner here is b, beating the second structure by 4.6 kcal/mol.